C75H210N32O28 | ωB97M-V/def2-TZVPD

Results
Net charge: 0
DFT total energy (eV): -186185.3348
Strongest force on any atom (eV Å⁻¹): 6.5
Spin multiplicity: 1

```
345
Properties=species:S:1:pos:R:3:lowdin_charge:R:1
H 3.8101 -3.8825 1.1054 0.006
H -4.6923 1.5104 -1.8362 0.117
H 2.4559 3.9839 -1.7754 0.062
H -0.5102 -7.1575 -7.1550 0.082
H 1.3662 -3.4549 5.4360 0.084
C -2.2392 -1.1453 4.4922 -0.201
H -1.1979 4.5009 4.7986 0.035
H 5.1812 1.1084 -6.4449 0.086
H -3.4611 -1.3528 0.3556 0.061
N 3.3760 0.7815 -2.9860 0.209
H -4.9876 4.3408 6.9097 0.076
H -5.4047 2.2015 6.0209 0.117
C 1.2643 -4.3167 1.4321 -0.147
C 2.9158 -5.1604 3.2503 -0.044
O 4.2158 -4.1271 12.0026 -0.201
H 6.6087 -0.7653 1.3646 0.134
N 3.7337 -1.0384 -1.9858 0.194
H -2.5116 4.6407 3.2146 0.047
H -2.5088 -5.7939 -6.8578 0.128
H 4.6678 -1.4840 11.2601 0.113
H -3.0861 -1.3903 5.1332 0.117
O 0.1128 -4.8088 2.2030 -0.188
H 3.9226 -5.5217 3.4601 0.076
C -1.7376 -5.7175 -6.0913 -0.406
C -1.8548 -4.5162 -2.1470 -0.039
H -4.6733 -3.7923 -3.0056 0.086
N -4.7009 1.5852 -10.0354 0.172
C 3.9628 0.2264 -1.9141 -0.766
H 3.8465 4.1202 3.6193 0.070
H -3.2997 2.6456 7.5083 0.134
O 3.4674 2.7051 6.9406 -0.244
H -2.2891 -0.2518 -4.2084 0.081
H 2.1359 -4.3361 8.3511 0.131
N 6.2626 4.0373 5.7277 0.167
H -0.8450 -1.4864 -9.0309 0.096
H -0.1781 6.2185 7.4061 0.127
H 0.6409 -3.6291 8.2665 0.122
O 6.4486 4.2060 3.5194 -0.009
H -1.5184 1.5886 9.4879 0.087
N 2.0904 -2.3322 -3.6943 -0.082
H 5.2167 6.2430 2.0004 0.061
H -0.7359 4.6874 6.6744 0.077
H 0.1162 -1.3366 5.6833 0.107
N 3.6644 -4.8729 0.9708 0.048
H -1.0397 -1.3946 -1.8158 0.107
N -3.8578 -4.1563 -0.6805 0.045
H 1.4894 -2.4859 -9.1144 0.123
H 5.4285 7.7475 1.1476 0.071
H -1.9495 -5.9624 0.2908 0.117
C 1.9617 -3.6159 -3.0469 -0.156
H 3.8928 2.6379 1.7650 0.087
H 3.1210 0.0800 -3.6664 0.066
H 5.0462 -4.5431 13.7445 0.086
H 0.3181 4.9027 -3.8334 0.097
H -0.6687 7.8279 -1.7935 0.081
H 1.5642 -3.3442 1.8225 0.104
H 0.8753 -0.8631 2.6543 0.100
C -0.8027 -5.1380 -9.8036 -0.040
H 0.0412 -1.0513 0.4948 0.092
C 4.1475 0.7649 -6.4058 -0.048
H 3.4105 1.3783 8.5149 0.128
H 4.0928 5.9253 -0.1849 0.097
C -5.4616 2.2046 -2.1742 -0.196
O -4.4197 2.4044 4.2074 -0.240
N 0.0528 -0.0878 0.1919 -0.022
H 1.7586 5.2633 0.4118 0.101
H 1.4439 2.5664 3.7997 0.089
C 1.2223 0.4263 0.9368 -0.184
N -1.4338 -0.1439 5.0793 -0.075
C -0.8598 -0.3677 -2.1339 -0.196
H -2.7887 3.0338 2.8476 0.052
H 2.4482 -1.0206 -6.7829 0.098
H -1.8901 -0.8420 2.3135 0.096
N -5.8838 1.7376 -3.5334 -0.023
O 1.0972 7.0472 -2.1942 -0.224
H -2.9905 0.3475 3.0285 0.105
O -1.3270 1.4941 -6.7231 0.016
H -4.0853 4.7229 5.3757 0.081
H 0.3646 -6.4095 -5.8525 0.068
C 0.8973 -3.3815 -8.9264 -0.198
H 6.5477 -2.4633 2.4942 0.119
N 3.3650 -2.3590 9.8955 -0.044
N -5.0363 -1.9119 -2.0079 0.179
H -1.8000 -3.9259 2.8673 0.094
C -0.4424 -1.7063 -8.0422 -0.113
C -5.1788 -1.9053 -3.2979 -0.789
C 1.2168 0.1558 2.4716 -0.111
N 1.2865 -4.4743 -11.0224 0.020
H -0.8511 4.0476 1.5630 0.099
C -2.2703 3.8563 -3.6317 -0.096
C 3.6910 3.5424 1.1912 -0.089
H 3.8286 8.0473 -0.7705 0.072
O 0.0724 7.3525 5.2620 0.007
H -2.0553 2.7938 -3.7451 0.075
O -2.9926 -7.6272 -5.4801 -0.152
H 1.7638 6.9021 -4.1158 0.117
H -2.2162 -3.8871 -2.9604 0.043
H 4.1244 7.5963 2.2231 0.081
H 3.2320 3.2200 0.2565 0.061
H -0.4014 -6.1151 -9.5345 0.067
H -1.7931 -1.8460 7.3277 0.127
H -2.4346 8.0846 1.1804 0.090
C -3.8713 1.2472 -9.0743 -0.705
H 1.4304 3.2311 7.0834 0.067
H -0.4878 -2.7883 2.5681 0.056
H 3.8513 -1.4005 7.0218 0.020
H 5.7451 6.1047 -3.0737 0.115
C -1.4408 -0.9303 -4.2986 -0.077
H 3.8747 -4.8688 -3.6316 0.119
C 3.5625 6.5571 0.5276 -0.434
C -4.1330 -1.0828 1.1704 -0.100
O -0.0531 -3.0311 -7.9415 -0.243
H 5.1294 -0.0877 0.5039 0.081
H -1.1752 5.7560 0.0149 0.107
H 1.5452 -6.2336 -1.8551 0.073
H -5.5975 0.7896 3.7221 0.090
C -0.5293 -0.5811 6.1314 -0.176
H -1.6678 4.2457 -4.4523 0.066
C -6.5724 1.9518 -1.2165 -0.266
H 1.5294 -3.4168 10.3012 0.109
H -0.0158 0.6849 9.1415 0.076
H 1.6919 1.3896 0.7375 0.104
H 1.2513 -1.8008 -3.5110 0.091
H 0.2918 1.2250 -1.4560 0.105
H -4.8394 -2.7455 -1.4726 0.047
H -0.7714 8.1361 0.6188 0.073
H -7.6110 0.9670 0.8936 0.083
H -4.0518 3.8636 -5.5967 0.105
O -6.5471 0.5962 -0.8311 -0.199
H -2.8511 2.1045 -7.6330 0.065
H -1.0996 -5.2067 -2.5226 0.061
H 2.5596 4.5865 6.7769 0.087
H 1.3001 -4.2586 -3.6276 0.102
H -4.7968 2.5500 -10.3185 0.110
C 0.2535 0.1570 -1.2417 -0.187
C -1.9286 5.7033 0.8008 -0.185
H -2.3465 2.1364 0.6165 0.068
H -5.3858 4.2025 -4.5347 0.126
C -3.4279 2.9492 6.4693 -0.375
O 4.5527 0.7744 -1.0602 0.048
H -4.3081 -0.0134 1.0532 0.073
N -2.1379 3.0419 5.8005 0.045
C 1.4896 3.8857 -2.2702 -0.024
H 2.4841 0.9007 7.0240 0.114
H 1.2286 2.8604 -2.5320 0.053
C -4.5074 3.5679 -4.6517 -0.185
H -8.6014 0.5812 -0.5939 0.092
C 1.9055 -2.6452 9.6294 -0.183
C 1.8214 6.3490 -3.1783 -0.181
O 0.2719 1.0269 3.2297 -0.244
H -5.0467 -1.5727 0.8339 0.075
H 1.3012 -1.7490 9.7698 0.114
C -0.2587 7.1899 -2.5765 -0.072
H -4.2113 -0.7551 -7.7134 0.033
H 3.5332 1.7692 -3.1264 0.082
N -0.7076 5.3526 4.5656 0.173
H -3.9254 1.4856 -4.2464 0.095
H -5.2997 -1.0093 -1.6391 0.081
H -1.1846 -3.8873 -6.4865 0.035
C -0.3831 -6.2154 -6.6216 -0.039
H -5.0002 -1.0437 -6.1230 0.098
H -5.0517 0.8812 -10.6689 0.122
N 3.0583 7.6562 -0.2472 0.052
O -1.3743 6.4699 1.8415 -0.208
H 4.1392 -3.6399 -2.5685 0.111
H 4.6574 -5.9771 12.9407 0.084
H -2.9532 -6.0096 -4.2173 0.106
O 4.0575 -0.4585 -5.5709 -0.187
H -3.3327 3.3348 -0.0568 0.067
H -6.3915 2.3287 3.9167 0.087
H 2.2239 0.2081 2.8852 0.102
O -3.8604 -6.6613 0.3509 -0.178
H 2.9391 -3.9100 6.1729 0.096
H 0.6501 2.7815 2.1609 0.078
C -2.3176 3.1819 0.3096 -0.040
C -4.4028 2.0608 5.6153 -0.162
C 5.5834 4.1571 -2.6088 -0.748
H 6.7129 3.6675 -0.9317 0.130
H 3.4932 -2.8670 -5.2151 0.127
H 0.8884 -4.6470 -11.9345 0.065
O 1.9672 -2.4736 7.2646 -0.206
C -2.7147 -6.3278 -0.3941 -0.188
H -1.3336 -3.8888 -1.4240 0.055
C -0.9445 1.0696 8.7202 -0.078
H 3.1308 -0.0329 4.9334 0.051
C 4.2672 -4.9746 13.1160 -0.136
H -5.8197 0.7338 -3.4411 0.041
H 5.5304 2.5426 -1.6512 0.079
H 2.4451 3.7963 8.3884 0.087
H -1.8494 2.0793 5.6993 0.049
C -1.4058 7.8581 1.4604 -0.064
N -1.6681 -4.3360 -5.7217 0.077
H 0.6913 3.9524 -7.0431 0.093
H -3.2304 -3.5852 -0.1325 0.057
H -3.7968 -8.3815 -3.7077 0.073
H 0.9622 -4.3549 0.3855 0.113
H -5.1367 1.6750 -5.4328 0.108
H 1.5427 -4.1609 -8.5214 0.121
H 2.1735 -6.2073 1.3765 0.131
O 4.6958 3.8866 -3.3929 0.016
H -2.5336 3.0934 4.8726 0.031
H 1.4462 -5.4207 -10.7079 0.061
H 2.2955 7.4112 -0.8620 0.024
H 3.9202 3.7885 5.3035 0.057
H -0.2045 -3.1951 -10.8175 0.133
O -3.7733 -1.4745 2.5260 -0.198
H 3.1526 -1.4369 -2.7093 0.033
C -5.5190 1.8481 3.4742 -0.072
N 6.0872 5.3623 -2.4805 0.163
H -4.7754 -3.3034 -4.6720 0.058
C -1.9046 4.2416 1.3618 -0.420
H -0.3606 -1.3465 8.0890 0.090
C -2.6658 -0.6924 3.0645 -0.156
C 2.6013 -6.4404 -2.0281 -0.115
O -5.2238 -3.3870 -6.4074 -0.013
H 3.8569 -2.5906 13.2324 0.113
H 5.1644 -3.4494 2.2824 0.090
N 6.0361 3.4168 -1.6383 0.197
C -3.2321 -8.6609 -4.5972 -0.125
N 5.6155 -2.5609 2.1179 0.180
H -5.5197 2.0297 2.3994 0.082
H -6.4690 2.6776 -0.4098 0.116
C -0.8604 -3.7853 2.3330 -0.122
H -0.6304 1.8264 8.0014 0.056
C -4.0222 4.3684 6.4045 -0.060
H 2.0126 -0.2627 0.6388 0.090
N 2.1130 4.2555 -4.5276 0.028
C 2.4737 -5.2275 1.7479 -0.380
O 2.9598 4.5363 1.9535 -0.237
H 2.8719 -7.4075 -1.6044 0.098
H 5.7359 3.5769 6.4563 0.087
H -3.4844 5.1419 6.9528 0.069
H 5.4246 0.9806 6.6991 0.121
H 4.3258 -0.6605 8.2505 0.029
C -7.6922 0.3863 -0.0253 -0.102
N -2.7371 3.9762 2.4881 0.078
H -1.0888 -1.0094 -5.3272 0.068
H 1.3828 -3.5631 -2.1248 0.112
O -5.3777 -0.9660 -3.9870 0.061
N -3.6361 2.2041 -8.2606 0.202
H 2.4278 -3.3276 12.3626 0.112
H -4.4396 -3.9006 -8.4785 0.127
H 4.8294 -0.3307 4.6546 0.078
H 1.1989 2.6053 -5.3242 0.049
H 1.9697 -0.3737 -5.3597 0.095
C 4.9312 -1.7088 1.4346 -0.848
H -1.6729 3.3496 -0.5531 0.052
H 2.2211 -5.7888 3.8076 0.071
H -1.7042 -2.0947 4.4704 0.095
C -3.0764 -5.1857 -1.4229 -0.355
C -0.3890 2.2400 -6.5101 -0.709
H -0.8230 5.7664 3.6515 0.079
O 3.4013 -5.3200 -1.7425 -0.229
N -0.0532 3.3034 -7.2543 0.178
H -1.0287 8.4538 2.2917 0.095
H 3.0934 4.2101 -4.2890 0.030
H -1.4426 -6.7903 -4.3244 0.111
C 5.7394 4.0957 4.5172 -0.733
C -4.8082 2.0822 -4.4766 -0.210
H 3.3495 -5.1584 13.6747 0.088
H 1.7956 -2.8476 -5.7938 0.110
C 2.4444 5.6468 1.1673 -0.111
N -4.5521 -1.3526 -6.9738 0.215
H -3.7155 -9.5042 -5.0904 0.094
H 4.6262 3.9682 0.8278 0.069
H -7.5135 2.2772 -1.6600 0.125
C -2.3213 -6.5493 -4.9227 -0.210
H -0.8142 6.2572 -2.4790 0.074
O 3.8224 -1.9913 1.1117 0.034
H 0.7676 4.1524 -1.4984 0.055
H 0.0900 0.3087 6.2451 0.108
C 1.6896 -3.3417 8.3423 -0.246
N -0.3813 5.6310 6.6101 0.168
H 3.5967 -4.8870 -0.0368 0.029
H 3.9376 0.5177 -7.4464 0.082
N 4.6111 -0.7918 7.2906 0.055
C 2.2129 -3.1099 6.0294 -0.121
H -2.3084 -9.0071 -4.1337 0.084
C 3.6310 -1.8193 11.2351 -0.178
O -0.3755 -0.4455 -3.4852 -0.228
H -1.5593 -4.8670 -9.0673 0.056
H 2.8780 6.4249 -2.9215 0.118
C 2.4123 3.6468 7.3092 -0.049
H 2.7249 -2.3844 5.3973 0.072
C -4.6198 -2.6080 -7.1525 -0.815
H -1.7910 0.1832 -2.0015 0.124
C 0.5654 2.3967 3.1772 -0.085
H -3.8824 -8.6423 -0.2579 0.092
H 3.0239 -0.9696 11.5476 0.116
C 3.3656 1.4000 7.4261 -0.191
H -0.3146 7.8556 -3.4378 0.103
C 4.1310 0.3357 5.1608 -0.047
C 4.4238 0.5497 6.6720 -0.383
H 2.1064 4.9741 -5.2373 0.073
H 0.1335 1.3063 -4.7923 0.084
H -4.8130 -7.6072 -1.2362 0.078
H -4.0884 1.0609 5.9144 0.114
C 3.4486 -2.9526 12.2888 -0.211
H -3.8673 3.1442 -8.5486 0.119
H -0.1822 2.8565 3.8237 0.066
O -1.8273 0.0089 8.2300 -0.173
C -4.5020 -7.7473 -0.2009 -0.128
N 5.6381 -0.7372 1.0867 0.218
H 4.1325 1.3243 4.7016 0.056
H -1.3351 -5.4035 -10.7169 0.068
H 2.7610 -4.1889 3.7198 0.045
H -1.8082 -1.9254 -4.0479 0.068
H -0.8726 0.2590 4.3426 0.056
N -4.8295 -3.0674 -3.6914 0.199
H -5.1777 3.2458 -2.0216 0.114
N -4.1109 -2.9700 -8.2640 0.190
H -2.6015 -3.9502 -5.7303 0.059
H 2.4521 -6.6424 -3.0888 0.080
H -0.6972 3.6269 -7.9620 0.104
H -5.4006 -7.8176 0.4120 0.101
H 4.0225 -1.5563 -1.1682 0.098
O -3.6776 4.1003 -3.6259 -0.213
H -1.2637 -3.7195 1.3225 0.059
H -1.2491 -1.5573 -7.3244 0.072
C -1.1575 -0.9687 7.4484 -0.206
C 3.3592 -4.3595 -2.8173 -0.147
N 4.4123 4.0013 4.4475 0.197
C 2.7685 -1.0097 -5.7411 -0.248
H 0.3287 -0.9898 -7.7590 0.080
C 1.3488 4.8856 -3.4791 -0.378
H -4.3892 -4.6072 0.0506 0.085
O -3.5317 0.0596 -8.8839 -0.019
H -3.7641 -5.6929 -2.0996 0.106
H 0.2151 -5.5480 -7.2419 0.046
H -3.6171 -2.2861 -8.8194 0.100
H 3.9333 -3.1709 9.7005 0.109
H -2.9024 5.8440 0.3316 0.135
H 1.8585 6.1267 1.9513 0.129
H 7.0042 5.4147 -2.0604 0.113
H 1.1391 -0.3961 -1.5545 0.101
C 4.6761 7.0293 1.4734 -0.046
C 0.2060 -3.9635 -10.1624 -0.382
H -1.7975 4.2454 -2.7299 0.059
H -2.2176 -7.1142 -0.9622 0.121
H 3.4992 1.5556 -6.0281 0.072
C -0.2550 6.1777 5.4670 -0.782
C 2.5095 -2.4132 -5.0940 -0.130
N 0.4138 1.9897 -5.4813 0.197
H -7.7623 -0.6678 0.2431 0.087
H 7.2611 4.1839 5.7678 0.114
```